Molecular formula: C53H53N5O3P2S3Sn
Method: DFT, the ωB97M-V functional and the def2-TZVPD basis

Results
HOMO energy (spin up / spin down), eV: -16.48 / -16.54
Spin multiplicity: 1
Net charge: +4
Orbital gap (spin up / spin down), eV: 4.48 / 6.19

Last column: Löwdin charge in e.
Geometry (Å):
Sn -0.01907 0.35215 -0.90707  1.341
O 0.19166 -0.99049 -2.70179  -0.578
S 0.95834 -3.30648 -1.04310  1.114
C 0.32205 -4.24982 -2.38598  -0.447
C 0.27970 -5.64620 -2.26575  -0.082
C -0.26633 -6.41881 -3.27318  -0.014
C -0.78864 -5.81311 -4.40512  -0.002
C -0.79189 -4.42895 -4.50889  -0.052
C -0.26413 -3.61920 -3.50740  -0.261
P -0.41196 -1.83164 -3.83122  0.846
C 0.39654 -1.47956 -5.37672  -0.299
C 1.75471 -1.15583 -5.36215  -0.068
C 2.40479 -0.89265 -6.55528  -0.046
C 1.70433 -0.95361 -7.75560  -0.028
C 0.35636 -1.28934 -7.77038  -0.037
C -0.30505 -1.55274 -6.58176  -0.076
C -2.16082 -1.45462 -3.92604  -0.288
C -2.50671 -0.18975 -4.41179  -0.084
C -3.82661 0.22682 -4.36163  -0.051
C -4.79788 -0.60924 -3.81940  -0.036
C -4.45529 -1.86862 -3.34262  -0.050
C -3.13560 -2.29565 -3.39038  -0.068
C 2.36865 -4.11319 -0.45725  -0.461
C 3.02176 -5.18101 -1.10243  -0.050
C 3.99037 -5.88080 -0.42381  -0.003
C 4.29071 -5.55663 0.90162  0.029
C 3.69127 -4.46026 1.52365  -0.051
C 2.79605 -3.66254 0.83223  -0.354
P 2.29133 -1.99578 1.44424  1.059
C 2.00024 -2.29539 3.21367  -0.399
C 2.50549 -1.45145 4.19975  -0.085
C 2.20220 -1.68402 5.53491  -0.058
C 1.39009 -2.75162 5.89264  -0.054
C 0.87107 -3.59019 4.91296  -0.063
C 1.16664 -3.35699 3.57843  -0.119
C 3.81874 -0.98219 1.36950  -0.377
C 5.07410 -1.39226 1.81822  -0.069
C 6.14960 -0.51500 1.78935  -0.040
C 5.99124 0.77572 1.30026  -0.048
C 4.75161 1.19188 0.83795  -0.078
C 3.67341 0.31661 0.87445  -0.134
H 0.63854 -6.12299 -1.36446  0.120
H -0.29588 -7.49596 -3.16948  0.134
H -1.21126 -6.41655 -5.19836  0.135
H -1.20705 -3.96715 -5.39894  0.121
H 2.28790 -1.10469 -4.41908  0.108
H 3.45719 -0.64043 -6.55306  0.120
H 2.21126 -0.72908 -8.68577  0.126
H -0.18006 -1.34221 -8.70902  0.125
H -1.36201 -1.79812 -6.59282  0.114
H -1.74185 0.44473 -4.84863  0.116
H -4.10838 1.19170 -4.76488  0.120
H -5.83041 -0.28493 -3.78315  0.124
H -5.22238 -2.52351 -2.94628  0.121
H -2.87013 -3.28415 -3.02985  0.107
H 2.77823 -5.44819 -2.12003  0.122
H 4.50740 -6.69655 -0.91304  0.137
H 5.03894 -6.12951 1.43747  0.138
H 3.93948 -4.22295 2.54900  0.123
H 3.16455 -0.63624 3.91865  0.103
H 2.61939 -1.04845 6.30715  0.117
H 1.17280 -2.94186 6.93597  0.120
H 0.25112 -4.43190 5.19761  0.116
H 0.77595 -4.01573 2.80687  0.099
H 5.23617 -2.39089 2.19206  0.101
H 7.11515 -0.84672 2.14880  0.123
H 6.83935 1.44858 1.26435  0.122
H 4.63215 2.19170 0.43442  0.106
H 2.71316 0.63832 0.49748  0.018
C 1.44194 7.06462 2.27115  -0.088
C 2.62813 6.35233 2.91622  -0.218
C 2.21300 5.13979 3.74548  -0.138
N 1.69259 4.06086 2.88099  0.066
C 0.45425 3.67006 2.71181  -0.615
S 0.03407 2.51415 1.51435  0.881
N -0.55528 4.12596 3.46273  0.173
C -1.80236 3.55259 3.25465  -0.332
O -1.84942 2.69773 2.36319  -0.134
C -2.92887 4.00425 4.06332  -0.141
C -4.21606 3.69642 3.60753  -0.003
C -5.32054 4.09031 4.33607  -0.029
C -5.15198 4.77138 5.53696  -0.007
C -3.87626 5.08597 5.99381  -0.027
C -2.76649 4.70722 5.26517  -0.006
H 1.79168 7.90213 1.66922  0.088
H 0.76768 7.47046 3.03049  0.084
H 0.87181 6.40077 1.61263  0.065
H 3.15756 7.03850 3.57793  0.128
H 3.34081 6.02825 2.15131  0.117
H 1.46230 5.42114 4.48364  0.120
H 3.06717 4.73244 4.28447  0.137
H 2.35912 3.69685 2.20997  0.149
H -0.43809 4.88460 4.11544  0.148
H -4.33444 3.15862 2.67544  0.117
H -6.31448 3.86990 3.96932  0.124
H -6.01466 5.04875 6.12877  0.131
H -3.74935 5.62947 6.92100  0.129
H -1.78640 4.93318 5.67426  0.118
C -2.85266 -0.70173 2.30631  -0.206
S -2.94276 -1.28319 0.61489  0.940
C -2.67952 -3.02633 0.92452  -0.206
O -1.60460 -0.82549 0.00156  -0.778
H -3.72658 -1.07555 2.84449  0.085
H -2.87026 0.38839 2.29117  0.038
H -1.92489 -1.06046 2.75575  0.076
H -3.53000 -3.40900 1.49323  0.086
H -1.75090 -3.14336 1.48275  0.061
H -2.62698 -3.53367 -0.03761  0.058
N -2.11060 4.75312 -4.17183  0.184
C -2.32364 3.89842 -3.16249  -0.348
C -1.38146 2.91015 -2.78122  -0.067
N -1.65234 2.06446 -1.80239  -0.074
C -2.82413 2.14339 -1.16110  -0.149
C -3.72847 3.13219 -1.51965  -0.083
N -3.47692 3.98833 -2.49420  0.157
H -1.25912 4.76221 -4.70087  0.119
H -2.82298 5.42584 -4.40179  0.130
H -0.42052 2.82929 -3.27904  0.125
H -3.02002 1.43100 -0.36939  0.075
H -4.68047 3.23946 -1.01048  0.125

***

Molecular formula: C53H56N10O
Method: DFT, the ωB97M-V functional and the def2-TZVPD basis

Results
HOMO energy, eV: -9.55
Spin multiplicity: 1
Structure (SMILES): c1ccncc1.c1ccncc1.c1ccncc1.c1ccncc1.c1ccncc1.c1ccncc1.c1ccncc1.c1ccncc1.c1ccncc1.c1ccncc1.CC(C)=O
Orbital gap, eV: 9.61

Last column: Löwdin charge in e.
Geometry (Å):
C 21.90108 28.30197 6.56672  -0.090
C 20.90099 27.38155 6.37137  -0.076
C 20.02979 27.04239 7.44054  -0.135
N 20.08787 27.62784 8.65998  0.048
C 21.13159 28.46723 8.83643  -0.156
C 22.04526 28.81259 7.85027  -0.083
H 22.62510 28.66337 5.85147  0.105
H 20.68675 26.94029 5.40920  0.096
H 19.29648 26.26658 7.27691  0.095
H 21.10874 28.96216 9.79607  0.097
H 22.75984 29.61198 7.97962  0.099
C 9.07532 28.29747 -1.79988  -0.058
C 10.18889 27.43022 -2.06731  -0.066
C 11.08562 27.20644 -1.04226  -0.179
N 10.96877 27.70274 0.20039  0.050
C 9.88237 28.50359 0.47349  -0.133
C 8.91446 28.79536 -0.49084  -0.087
H 8.27712 28.49720 -2.49944  0.095
H 10.29829 27.08961 -3.08634  0.095
H 11.90328 26.53748 -1.26656  0.097
H 9.62524 28.80477 1.47827  0.095
H 8.13146 29.50528 -0.26877  0.094
C 11.38209 27.03307 9.55577  -0.082
C 10.01081 26.69248 9.50441  -0.066
C 9.36228 26.67899 8.26612  -0.160
N 10.00389 27.01646 7.13729  0.045
C 11.30039 27.41906 7.26480  -0.150
C 12.05748 27.47024 8.43153  -0.073
H 11.91031 26.96196 10.49510  0.100
H 9.41233 26.37657 10.34608  0.093
H 8.36478 26.30790 8.08260  0.098
H 11.77187 27.73435 6.34573  0.093
H 13.09735 27.75842 8.47635  0.103
C 15.16795 32.29183 7.50514  -0.099
C 16.39326 31.62325 7.37634  -0.060
C 16.67739 31.05178 6.11527  -0.150
N 15.84846 31.15894 5.05698  0.038
C 14.66368 31.84784 5.20582  -0.119
C 14.36484 32.50932 6.40921  -0.090
H 14.82527 32.60747 8.47949  0.101
H 17.01494 31.40470 8.23200  0.094
H 17.50659 30.39518 5.89693  0.094
H 13.91274 31.89240 4.43090  0.095
H 13.41116 32.96265 6.63592  0.097
C 15.65987 23.03389 11.03751  -0.072
C 15.97435 24.16723 11.79695  -0.097
C 15.61513 24.22178 13.12428  -0.175
N 14.93596 23.26523 13.79645  0.039
C 14.46053 22.22395 13.04204  -0.116
C 14.80003 22.04392 11.62097  -0.038
H 15.92709 22.99404 9.99184  0.095
H 16.50062 25.03194 11.42052  0.098
H 16.03527 25.02793 13.70739  0.097
H 13.73508 21.62565 13.57324  0.087
H 14.39784 21.22844 11.03819  0.082
C 20.75983 19.60187 2.93315  -0.085
C 21.03001 18.73962 1.88504  -0.070
C 20.88492 19.26178 0.55405  -0.130
N 20.36121 20.49351 0.34291  0.040
C 19.96458 21.25250 1.41750  -0.153
C 20.15986 20.86688 2.71485  -0.079
H 20.91946 19.28320 3.95265  0.097
H 21.30875 17.69908 1.96241  0.092
H 21.12443 18.68206 -0.32513  0.093
H 19.43871 22.17480 1.21947  0.097
H 19.89555 21.50667 3.54384  0.099
C 18.34283 27.81426 -0.77732  -0.085
C 19.32025 28.12281 0.15289  -0.100
C 20.60536 27.73130 -0.03469  -0.132
N 20.90866 26.84275 -1.04845  0.050
C 19.94865 26.41903 -1.88474  -0.147
C 18.66399 26.93438 -1.77891  -0.091
H 17.34321 28.22290 -0.76456  0.107
H 19.00838 28.75917 0.96786  0.101
H 21.41766 28.05535 0.59900  0.099
H 20.17908 25.62795 -2.58292  0.101
H 17.91577 26.64818 -2.50325  0.098
C 13.69837 16.52573 0.56709  -0.059
C 13.14452 17.37623 1.56533  -0.083
C 11.80731 17.30520 1.86369  -0.148
N 10.94319 16.42118 1.24697  0.058
C 11.49854 15.61214 0.29170  -0.154
C 12.81956 15.65543 -0.07362  -0.101
H 14.73989 16.48819 0.28384  0.100
H 13.79986 18.01487 2.13897  0.094
H 11.37971 17.97207 2.59776  0.096
H 10.90092 14.79936 -0.09384  0.098
H 13.20030 15.05558 -0.88702  0.098
C 10.04116 21.21444 8.18682  -0.081
C 8.71950 21.01056 8.64313  -0.079
C 8.16223 19.78963 8.36718  -0.163
N 8.84905 18.72674 7.85705  0.052
C 10.13776 18.92764 7.47425  -0.135
C 10.76935 20.18301 7.61682  -0.078
H 10.49376 22.17516 8.38323  0.097
H 8.11489 21.74796 9.15017  0.098
H 7.18297 19.60770 8.78475  0.097
H 10.73166 18.13385 7.04577  0.095
H 11.81638 20.26179 7.36398  0.095
C 7.18851 22.84142 3.00523  -0.078
C 7.20695 23.64375 1.89588  -0.121
C 6.95783 23.18094 0.64504  -0.150
N 6.58981 21.87620 0.42097  0.047
C 6.62203 21.01040 1.49476  -0.123
C 6.89757 21.47233 2.80688  -0.063
H 7.52250 23.23258 3.95488  0.102
H 7.43646 24.69461 1.99293  0.100
H 7.07441 23.81252 -0.22326  0.099
H 6.51428 19.95825 1.27613  0.094
H 7.00296 20.78463 3.63293  0.091
C 14.99735 25.74667 3.61196  -0.015
C 14.57665 24.27086 3.94903  -0.482
C 13.25350 23.75844 3.42003  -0.026
O 15.28753 23.66295 4.69183  0.065
H 14.12837 26.31652 3.28292  0.069
H 15.79293 25.69170 2.86890  0.076
H 15.41893 26.19241 4.51287  0.072
H 12.40799 23.98905 4.06813  0.087
H 13.29921 22.67041 3.37274  0.074
H 13.01707 23.95103 2.37355  0.079

***

Molecular formula: C53H57ClCuOP2Si2
Method: DFT, the ωB97M-V functional and the def2-TZVPD basis

Results
HOMO energy (spin up / spin down), eV: -7.10 / -7.37
Spin multiplicity: 2
⟨S²⟩: 0.789
Orbital gap (spin up / spin down), eV: 7.59 / 6.44

Last column: Löwdin spin population.
Geometry (Å):
Cu -1.12661 0.66650 0.31062  0.004
C 1.85107 -5.46803 -1.74517  0.000
C 0.94384 -4.49830 -0.97187  0.000
C -0.07768 -5.29357 -0.13847  0.000
C 0.18426 -3.59697 -1.92724  0.000
C -0.27761 -4.06156 -3.15020  0.000
C -0.97952 -3.24705 -4.01992  0.000
C -1.29332 -1.95881 -3.64069  0.000
C -0.89788 -1.47484 -2.39870  0.001
P -1.42457 0.18046 -1.85215  0.011
C -1.11234 1.18382 -3.35473  0.009
C -0.05759 0.86479 -4.20424  0.008
C 0.26585 1.69373 -5.26053  0.000
C -0.46048 2.84902 -5.49218  0.004
C -1.52892 3.15654 -4.66734  0.001
C -1.85094 2.33620 -3.60133  0.003
C -3.25811 0.12052 -1.94063  0.004
C -3.90774 1.19538 -1.33176  0.001
C -5.28262 1.32083 -1.40461  0.000
C -6.03079 0.35671 -2.06102  0.000
C -5.39539 -0.72950 -2.63677  0.000
C -4.01806 -0.85144 -2.57501  0.001
C -0.10799 -2.28024 -1.56634  0.001
O 0.38352 -1.70321 -0.43158  -0.001
C 1.47587 -2.29545 0.15972  0.000
C 2.29310 -1.49646 0.96639  0.002
C 3.39084 -2.07205 1.59177  0.000
C 3.66062 -3.41825 1.46020  0.000
C 2.85082 -4.19262 0.65469  0.000
C 1.77795 -3.64268 -0.03556  0.000
P 1.90893 0.28891 1.21634  0.033
C 3.64381 0.90673 1.43151  -0.002
C 4.33789 0.81167 2.63814  0.000
C 5.62167 1.31021 2.75516  0.000
C 6.22804 1.93609 1.67820  0.001
C 5.54774 2.03969 0.47697  0.000
C 4.26818 1.52304 0.35413  0.003
C 1.51412 0.26592 3.00627  0.011
C 1.21122 -0.86256 3.75232  0.003
C 0.88585 -0.73283 5.09231  0.000
C 0.85687 0.51364 5.69220  0.002
C 1.16115 1.64515 4.94947  0.000
C 1.47815 1.52090 3.61376  0.002
H 1.27402 -6.13361 -2.38007  0.000
H 2.41622 -6.09823 -1.06621  0.000
H 2.55120 -4.90972 -2.36318  0.000
H -0.69782 -5.91114 -0.78563  0.000
H -0.72143 -4.61419 0.41684  0.000
H 0.44123 -5.93520 0.57045  0.000
H -0.07567 -5.08012 -3.43528  0.000
H -1.29227 -3.62321 -4.98183  0.000
H -1.82826 -1.30486 -4.31290  0.000
H 0.52030 -0.03039 -4.03661  0.001
H 1.10146 1.43342 -5.89109  0.000
H -0.18727 3.51094 -6.29982  0.000
H -2.11699 4.04392 -4.84411  0.000
H -2.68414 2.59620 -2.96472  0.000
H -3.32980 1.92077 -0.77038  0.000
H -5.77310 2.17168 -0.95257  0.000
H -7.10668 0.43723 -2.10890  0.000
H -5.96619 -1.49298 -3.14418  0.000
H -3.54396 -1.72083 -3.00270  0.000
H 4.03829 -1.45378 2.19028  0.000
H 4.49790 -3.86216 1.97883  0.000
H 3.05989 -5.24668 0.56626  0.000
H 3.87728 0.35003 3.50030  0.000
H 6.14531 1.21077 3.69670  0.000
H 7.22814 2.33336 1.78057  0.000
H 6.01275 2.52999 -0.36721  0.000
H 3.74815 1.60447 -0.58802  0.004
H 1.22909 -1.83949 3.29199  0.000
H 0.65296 -1.61396 5.67251  0.000
H 0.59932 0.60647 6.73770  0.000
H 1.14843 2.62087 5.41286  0.000
H 1.70731 2.39276 3.01557  0.000
C -4.32579 -0.67920 1.62152  0.000
Si -2.79446 -0.49070 2.75104  0.000
C -3.34866 -0.43959 4.58459  0.000
C -1.82614 -2.13511 2.52460  0.000
C -1.68448 0.96609 2.22179  0.001
Si -2.27673 2.72633 2.62433  0.000
C -2.52010 3.02558 4.49972  0.000
C -3.90180 3.25916 1.76661  0.000
C -0.99927 4.04273 2.06113  0.000
H -5.01245 -1.43216 1.99516  0.000
H -4.02095 -0.98615 0.62577  0.000
H -4.87723 0.24699 1.51539  0.000
H -3.74678 -1.39810 4.90656  0.000
H -4.12177 0.30373 4.74845  0.000
H -2.51105 -0.18993 5.22982  0.000
H -1.36655 -2.45259 3.45341  0.000
H -1.02626 -2.00117 1.80330  0.000
H -2.46079 -2.94349 2.17162  0.000
H -0.76693 0.84749 2.80757  0.000
H -3.44076 2.57902 4.86026  0.000
H -2.56307 4.08898 4.71838  0.000
H -1.70302 2.60115 5.07535  0.000
H -4.58931 2.43267 1.63856  0.000
H -3.70299 3.68930 0.79151  0.000
H -4.40219 4.02035 2.35498  0.000
H -0.15094 4.09689 2.73354  0.000
H -1.45237 5.02891 2.03309  0.000
H -0.61467 3.83580 1.06762  0.000
Cl 2.85729 -1.14981 -2.79714  0.022
C 3.05290 0.52212 -3.25207  0.115
C 3.91003 0.83345 -4.27954  -0.012
C 4.10383 2.16167 -4.63989  0.144
C 3.44255 3.17068 -3.94286  -0.009
C 2.57942 2.86482 -2.92533  0.112
C 2.32759 1.52003 -2.53995  0.041
C 1.41946 1.22247 -1.54101  0.441
H 4.43014 0.04315 -4.80204  -0.004
H 4.76815 2.40761 -5.45246  0.009
H 3.59810 4.20337 -4.21690  -0.004
H 2.04657 3.64103 -2.39443  0.004
H 1.17009 0.20241 -1.32671  0.016
H 0.92250 2.01169 -1.00294  0.014

***

no.,strongest force on any atom (Eh/bohr)
1,0.02788
2,0.06092
3,0.02003